{
  "formula": "C17H21ClFN5O3",
  "method": "the ωB97M-V functional and the def2-TZVPD basis",
  "symbols": ["C", "N", "N", "C", "C", "C", "O", "N", "C", "C", "C", "C", "C", "F", "C", "C", "C", "Cl", "H", "H", "H", "H", "H", "H", "H", "H", "H", "H", "H", "C", "N", "C", "O", "C", "N", "C", "C", "O", "H", "H", "H", "H", "H", "H", "H", "H", "H", "H"],
  "coordinates": [[-2.71, 3.63, -4.90], [-2.02, 2.65, -4.05], [-1.05, 1.81, -4.51], [-0.68, 1.10, -3.48], [-1.41, 1.48, -2.29], [-1.24, 0.89, -0.98], [-1.53, 1.53, 0.03], [-0.64, -0.35, -0.84], [-0.56, -1.07, 0.42], [-1.92, -1.60, 0.79], [-2.47, -2.70, 0.11], [-3.75, -3.16, 0.46], [-4.48, -2.55, 1.47], [-5.71, -3.00, 1.81], [-3.93, -1.45, 2.15], [-2.66, -0.97, 1.80], [-2.26, 2.46, -2.70], [-3.44, 3.33, -1.74], [-3.76, 3.36, -5.00], [-2.25, 3.65, -5.89], [-2.63, 4.63, -4.46], [0.10, 0.33, -3.51], [-0.48, -0.88, -1.69], [0.14, -1.91, 0.33], [-0.18, -0.42, 1.22], [-1.91, -3.18, -0.68], [-4.18, -4.01, -0.06], [-4.50, -0.96, 2.93], [-2.26, -0.11, 2.32], [3.73, 1.85, 3.81], [3.19, 0.49, 3.75], [2.90, -0.21, 2.65], [2.45, -1.35, 2.77], [3.15, 0.41, 1.27], [2.53, -0.31, 0.15], [2.95, -1.41, -0.46], [4.27, -2.04, -0.06], [2.28, -1.90, -1.36], [4.65, 1.92, 3.23], [3.95, 2.11, 4.84], [3.00, 2.56, 3.42], [2.99, 0.02, 4.62], [2.75, 1.42, 1.28], [4.23, 0.48, 1.11], [1.62, 0.01, -0.16], [4.45, -2.91, -0.69], [4.22, -2.34, 0.98], [5.07, -1.32, -0.21]],
  "lumo_energy_ev": 0.47,
  "homo_energy_ha": -0.3232,
  "total_charge": 0,
  "smiles": "Cn1ncc(C(=O)NCc2ccc(F)cc2)c1Cl.CNC(=O)CNC(C)=O"
}